Molecular formula: C6H15AlN4P
Method: DFT, ωB97M-V with the def2-TZVPD basis set

```
27
Properties=species:S:1:pos:R:3:mulliken_charge:R:1
N -0.154 -4.700 -3.370 -0.848
P -1.006 -3.344 -3.128 0.218
Al -3.357 -3.639 -3.193 -0.029
H -0.808 -5.456 -3.530 0.239
H -0.599 -2.349 -4.069 0.022
H -0.618 -2.807 -1.879 -0.079
H -3.894 -3.374 -1.688 -0.181
H -3.965 -2.542 -4.219 -0.182
H -3.780 -5.106 -3.680 -0.185
C 2.150 -1.444 -0.602 -0.786
C 0.959 -0.844 -1.197 0.392
N 0.033 -0.375 -1.668 -0.404
H 2.415 -0.912 0.310 0.297
H 1.950 -2.488 -0.365 0.288
H 2.978 -1.391 -1.305 0.256
C -0.621 2.848 -0.340 -0.596
C -0.340 3.042 1.082 0.345
N -0.116 3.193 2.191 -0.368
H -0.089 1.973 -0.709 0.070
H -1.688 2.699 -0.488 0.268
H -0.301 3.726 -0.898 0.255
C 1.711 3.816 4.979 -0.677
C 1.999 4.011 6.401 0.259
N 2.225 4.163 7.509 -0.362
H 2.243 2.942 4.611 0.262
H 0.644 3.668 4.830 0.263
H 2.028 4.690 4.415 0.263
```

Summary:
Total charge ... -1

***

Molecular formula: C6H15B
Method: DFT, ωB97M-V with the def2-TZVPD basis set

```
22
Properties=species:S:1:pos:R:3:mulliken_charge:R:1
C -2.144 -1.158 -0.199 -1.097
B -0.999 0.288 0.180 0.237
C -1.497 1.678 0.324 -0.739
C 0.611 -0.099 0.006 1.520
C 1.158 -0.922 -1.179 -1.704
C 1.522 1.143 -0.227 -1.558
C 0.851 -0.806 1.357 -1.801
H -1.504 -1.687 -0.921 0.260
H -2.991 -0.727 -0.666 0.361
H -2.022 -1.789 0.725 0.288
H -2.544 1.717 -0.183 0.190
H -0.921 2.459 -0.219 0.304
H -1.655 2.052 1.367 0.322
H 0.997 -0.296 -2.025 0.438
H 0.473 -1.915 -1.374 0.219
H 2.144 -1.205 -0.992 0.573
H 2.620 0.673 -0.340 0.367
H 1.615 1.918 0.578 0.322
H 1.383 1.695 -1.264 0.336
H 0.637 -0.133 2.135 0.461
H 0.280 -1.637 1.518 0.444
H 1.988 -1.247 1.398 0.256
```

Summary:
Energy relative to the best compared isomer or geometry (same formula, charge and spin) ... 52.8 kcal per mole
Total charge ... 0
SMILES string ... CB(C)C(C)(C)C

***

no.,HOMO-LUMO gap (eV)
1,6.36
2,9.73